Entry 1:
# C4H8N2OS

An isolated molecule of C4H8N2OS at a distorted geometry (the ωB97M-V functional and the def2-TZVPD basis, the OMol25 dataset).

## Properties
SMILES = CS/N=C/N(C)C=O
Highest occupied orbital energy = -7.8 eV

XYZ file:
```
16
C4H8N2OS, DFT the ωB97M-V functional and the def2-TZVPD basis
C 3.0526 -0.5887 1.6775
S 1.9283 0.7234 1.3062
N 0.8068 -0.1792 0.5004
C -0.1515 0.5390 0.0367
N -1.1893 0.1032 -0.7309
C -2.3146 1.0343 -0.8775
C -1.1837 -1.1299 -1.3216
O -0.3668 -2.0369 -1.1675
H 2.4995 -1.4131 2.1336
H 3.8152 -0.1206 2.3978
H 3.4521 -1.0081 0.7108
H -0.3165 1.6363 0.2350
H -2.8221 1.2000 0.0742
H -3.1170 0.5255 -1.4138
H -2.0721 1.9656 -1.5216
H -2.0208 -1.2510 -2.0394
```

natural (NBO) population analysis, charges in e, atoms 1 to 6: atom 1 (C): -0.774, atom 2 (S): 0.402, atom 3 (N): -0.580, atom 4 (C): 0.246, atom 5 (N): -0.460, atom 6 (C): -0.424

Entry 2:
# C4H8N2OS

A cluster of 2 separate species, C4H8N2OS in total at a distorted geometry (the ωB97M-V functional and the def2-TZVPD basis, the OMol25 dataset).

## Properties
Highest occupied orbital energy (alpha / beta) = -8.1 / -7.9 eV

XYZ file:
```
16
C4H8N2OS, DFT the ωB97M-V functional and the def2-TZVPD basis
C -2.2110 1.0613 -0.5097
C -0.8900 1.2813 -0.2415
C -2.6737 -0.2393 0.2084
C 3.3365 -0.7556 0.2281
N 1.8225 0.9155 -0.3581
N -1.5125 -1.1217 0.2822
O 2.6274 0.0962 -0.8530
S -0.1660 -0.1324 0.5849
H -2.8389 1.8039 -0.8943
H -0.2014 2.1238 -0.3031
H -2.7830 0.0119 1.2571
H -3.5340 -0.7832 -0.3134
H 3.8696 -1.6361 -0.0812
H 2.4396 -0.9275 0.8486
H 4.0945 -0.1824 0.7935
H -1.3794 -1.5155 -0.6485
```

natural (NBO) population analysis, charges in e, atoms 1 to 6: atom 1 (C): -0.274, atom 2 (C): -0.344, atom 3 (C): -0.258, atom 4 (C): -0.317, atom 5 (N): -0.089, atom 6 (N): -0.748

> Number 2 is which compound?

C4H8N2OS